#one
The following is a DFT calculation (the ωB97M-V functional and the def2-TZVPD basis) of C4H12N2S in the gas phase.

Atoms and positions in Å:
C 1.3711 0.4674 -1.8389
N 0.2063 1.0934 -1.1740
C -0.2300 0.5351 0.1089
C 0.8713 0.6856 1.1479
S 0.5536 0.0642 2.7990
C -0.8101 -0.8760 -0.0309
N -1.9339 -1.1235 0.8646
H 1.0476 -0.1807 -2.6530
H 1.9577 -0.0948 -1.1190
H 2.0432 1.2431 -2.2126
H -0.5462 1.0170 -1.8436
H -1.0291 1.2096 0.4379
H 1.2815 1.6974 1.1733
H 1.7486 0.1680 0.7482
H -0.6970 -0.3436 2.5683
H -1.1089 -1.0372 -1.0694
H -0.0297 -1.6137 0.1840
H -1.8697 -1.9011 1.4975
H -2.8263 -1.0101 0.4119

Highest occupied orbital energy in Eh: -0.3186
Frontier orbital gap in Eh: 0.3531
2S+1: 1
SMILES: CN[C@@H](CN)CS

***

#two
The following is a DFT calculation (the ωB97M-V functional and the def2-TZVPD basis) of a 2-piece molecular cluster, C4H12N2S overall.

Atoms and positions in Å:
N -0.6331 -1.0026 1.7853
C -0.4368 -0.5560 0.3713
C 0.6697 -1.3933 -0.3959
C 1.2425 -0.4763 -1.4486
S 0.1574 0.2633 -2.7028
C -0.3581 0.9000 0.2926
N -1.5043 1.5293 1.0278
H -0.5729 -1.9957 1.9098
H 0.2247 -0.6038 2.2116
H -1.3583 -0.7665 -0.2222
H 0.1649 -2.2523 -0.7888
H 1.4339 -1.7528 0.3477
H 1.9390 -1.0905 -2.1004
H 1.6773 0.4745 -0.9434
H 0.3850 2.2302 -1.9389
H -0.4954 1.1865 -0.8523
H 0.6549 1.4532 0.6557
H -1.3846 1.3587 2.0550
H -1.8061 2.4943 0.7366

Highest occupied orbital energy in Eh: -0.3183
Frontier orbital gap in Eh: 0.2619
2S+1: 1

***

#three
The following is a DFT calculation (the ωB97M-V functional and the def2-TZVPD basis) of C4H12N2S in the gas phase.

Atoms and positions in Å:
C -0.9729 -1.6387 1.4163
N -1.2476 -0.4517 0.6248
C -0.1180 0.0974 -0.0898
C -0.6100 0.8936 -1.3329
S -0.3805 -0.0210 -2.9341
C 0.8440 0.9150 0.7802
N 2.0111 1.3876 0.0524
H -0.2246 -2.3627 1.0580
H -0.6840 -1.4202 2.4467
H -1.8817 -2.2479 1.3502
H -2.0602 -0.5757 0.0481
H 0.5662 -0.6282 -0.5407
H -1.6435 1.2313 -1.2622
H 0.0064 1.7836 -1.4151
H 0.0505 -1.1103 -2.2945
H 1.1456 0.3477 1.6551
H 0.2282 1.7935 1.0190
H 2.8505 0.8846 0.3408
H 2.1205 1.1221 -0.9225

Highest occupied orbital energy in Eh: -0.3248
Frontier orbital gap in Eh: 0.3571
2S+1: 1
SMILES: CN[C@H](CN)CS

***

Of them, #two has the lowest stability.

***

#one
The following is a DFT calculation (the ωB97M-V functional and the def2-TZVPD basis) of C4H12N2S as an isolated structure.

Atoms and positions in Å:
C 1.2859 -0.5249 -1.5296
C 2.1884 0.6413 0.5080
C -3.1724 0.4914 0.5039
C 0.9653 0.5182 -0.4032
N -0.2249 -1.0462 0.9070
N -0.1387 0.1881 0.4531
S -1.9766 0.3985 -0.8064
H 0.7912 -0.2649 -2.5128
H 2.3484 -0.7926 -1.6494
H 0.6535 -1.4415 -1.2392
H 2.8051 -0.2682 0.7270
H 1.8378 0.9889 1.4493
H 2.8986 1.3612 0.0668
H -2.7625 -0.2079 1.2379
H -4.1149 0.2882 0.2515
H -3.0873 1.4060 0.9786
H 0.6203 1.3984 -0.9284
H -1.0960 -1.2663 1.5494
H 0.1788 -1.8679 0.4366

Highest occupied orbital energy (alpha / beta) in Eh: -0.2827 / -0.2827
Frontier orbital gap (alpha / beta) in Eh: 0.3001 / 0.3001
2S+1: 1

***

#two
The following is a DFT calculation (the ωB97M-V functional and the def2-TZVPD basis) of a 2-piece molecular cluster, C4H12N2S overall.

Atoms and positions in Å:
C -3.5963 -0.2926 -0.5012
C 0.9628 2.1075 -0.0028
C -2.4907 -0.9090 -0.1391
C 1.1247 0.8019 0.7470
N 2.5357 -0.3467 -1.0968
N 1.3822 -1.7672 0.8696
S 1.1623 -0.6093 -0.4322
H -3.5923 0.5226 -1.2060
H 2.3662 -1.8700 1.0917
H -4.5614 -0.5709 -0.1082
H 1.0416 2.9510 0.6813
H 1.7484 2.1904 -0.7527
H -0.0061 2.1527 -0.4989
H -2.4995 -1.7238 0.5679
H -1.5252 -0.6360 -0.5315
H 0.3053 0.6115 1.4373
H 2.0751 0.7675 1.2783
H 2.5803 -0.7122 -2.0372
H 0.9871 -2.6673 0.6336

Highest occupied orbital energy in Eh: -0.3231
Frontier orbital gap in Eh: 0.3515
2S+1: 1

***

Of them, #one has the lowest stability.

***

#one
The following is a DFT calculation (the ωB97M-V functional and the def2-TZVPD basis) of C4H12N2S in the gas phase.

Atoms and positions in Å:
N -1.1621 0.6323 1.1938
C -0.3366 0.1830 0.1304
C 0.9325 -0.7015 0.6051
C 0.7736 -2.0967 0.0288
S 2.3529 -2.4004 -0.8905
C 0.0571 1.5729 -0.4209
N -1.3146 2.1161 -0.9237
H -1.9454 1.0684 0.8417
H -1.1025 0.0368 2.0023
H -0.8400 -0.3665 -0.7489
H 1.0219 -0.8289 1.7028
H 1.9329 -0.3556 0.3343
H -0.1882 -2.1099 -0.5577
H 0.6594 -2.9048 0.8077
H 1.7556 -2.3318 -2.0661
H 0.7512 1.4932 -1.2228
H 0.3666 2.3238 0.3357
H -1.5303 3.0466 -0.5118
H -2.1839 1.6231 -0.6404

Highest occupied orbital energy in Eh: -0.3250
Frontier orbital gap in Eh: 0.3626
2S+1: 1
SMILES: NC[C@H](N)CCS

***

#two
The following is a DFT calculation (the ωB97M-V functional and the def2-TZVPD basis) of C4H12N2S in the gas phase.

Atoms and positions in Å:
N 0.5479 -0.7862 1.1690
C -0.6959 -0.1601 0.7002
C -1.7393 -1.2252 0.2837
S -2.0425 -2.3911 1.6926
C -0.4727 0.6573 -0.6249
N 0.6224 1.5943 -0.5851
C 1.9743 1.2611 -1.1114
H 0.6971 -1.6020 0.5769
H 1.2959 -0.1310 0.9919
H -0.9753 0.5823 1.4485
H -1.2411 -1.7359 -0.5520
H -2.7361 -0.8908 0.0097
H -0.7484 -2.3579 2.1338
H -0.2571 -0.0326 -1.4512
H -1.4331 1.1194 -0.8768
H 0.5071 2.4180 -0.0188
H 2.1604 2.0648 -1.8238
H 2.7259 1.2892 -0.3197
H 1.8103 0.3262 -1.6426

Highest occupied orbital energy in Eh: -0.3028
Frontier orbital gap in Eh: 0.3381
2S+1: 1
SMILES: CNC[C@H](N)CS

***

#three
The following is a DFT calculation (the ωB97M-V functional and the def2-TZVPD basis) of C4H12N2S in the gas phase.

Atoms and positions in Å:
N 1.1802 -0.0752 2.0409
C 0.3851 -0.1579 0.8353
C 0.7077 1.0723 -0.0305
C -0.0658 1.2498 -1.3279
S 0.2401 -0.1582 -2.5052
C -1.1339 -0.1523 1.0769
N -1.5450 -1.1727 2.0576
H 1.3799 -0.9940 2.4082
H 0.6981 0.4513 2.7584
H 0.6460 -1.0230 0.2273
H 1.7726 0.9817 -0.2536
H 0.5912 1.9709 0.5759
H 0.1703 2.1762 -1.8415
H -1.1162 1.2522 -1.1359
H 1.1156 -0.7200 -1.6742
H -1.5686 -0.3577 0.0955
H -1.4015 0.8335 1.4626
H -1.3985 -2.0766 1.6083
H -2.5628 -1.1376 2.0831

Highest occupied orbital energy in Eh: -0.3343
Frontier orbital gap in Eh: 0.3664
2S+1: 1
SMILES: NC[C@H](N)CCS

***

#four
The following is a DFT calculation (the ωB97M-V functional and the def2-TZVPD basis) of C4H12N2S as an isolated structure.

Atoms and positions in Å:
C 0.7732 -1.4978 -1.3552
C 1.3081 -0.1993 -1.9486
C 1.5806 0.8803 -0.9052
S 0.0915 1.5473 -0.0792
H 1.4858 -1.9310 -0.6514
H 0.5565 -2.2196 -2.1450
H -0.1704 -1.3166 -0.8347
H 2.2415 -0.4194 -2.4789
H 0.6040 0.2037 -2.6781
H 2.0893 1.7156 -1.3889
H 2.2717 0.5131 -0.1409
N -0.2056 -0.5280 1.9289
C -1.3947 -0.9991 1.8024
N -2.2279 -0.5425 0.8809
H 0.0963 0.3410 1.1522
H 0.3990 -0.9651 2.6065
H -1.7389 -1.7948 2.4539
H -3.1587 -0.9021 0.8041
H -1.9215 0.1808 0.2296

Highest occupied orbital energy in Eh: -0.2676
Frontier orbital gap in Eh: 0.2827
2S+1: 1

***

Of them, #one has the lowest stability.

***

#one
The following is a DFT calculation (the ωB97M-V functional and the def2-TZVPD basis) of C18H26N2O3 in the gas phase.

Atoms and positions in Å:
C -6.6187 0.6019 -0.8017
H -6.6399 1.6865 -0.7374
C -5.1873 0.0853 -0.8986
H -5.2081 -1.0050 -0.9764
H -4.7415 0.4655 -1.8202
C -4.2661 0.4620 0.2831
C -2.8918 -0.1134 -0.0329
C -2.3567 -1.2041 0.6353
C -1.1049 -1.7117 0.3277
C -0.3456 -1.1309 -0.6751
C -0.8776 -0.0486 -1.3707
C -2.1244 0.4432 -1.0542
H -2.4976 1.2852 -1.6166
H -0.2912 0.3949 -2.1612
O 0.8991 -1.5440 -1.0795
C 1.6363 -2.4214 -0.2637
C 2.0902 -1.7469 1.0427
N 2.6554 -0.4535 0.7430
C 3.7945 -0.2487 0.0252
O 4.5859 -1.0898 -0.3171
C 3.8686 1.2562 -0.2553
N 2.6877 1.7279 0.4321
C 1.9475 0.7381 0.9765
O 0.9102 0.8221 1.5784
H 2.3748 2.6825 0.4095
C 5.1479 1.8535 0.3285
H 5.1533 1.7470 1.4109
H 5.2228 2.9089 0.0769
H 6.0069 1.3275 -0.0788
C 3.7756 1.4869 -1.7652
H 4.6062 0.9889 -2.2577
H 3.8128 2.5509 -1.9885
H 2.8448 1.0746 -2.1490
H 2.8374 -2.3714 1.5372
H 1.2445 -1.5608 1.7091
H 1.0813 -3.3404 -0.0409
H 2.5167 -2.6740 -0.8604
H -0.7429 -2.5637 0.8828
H -2.9070 -1.6884 1.4253
C -4.8295 -0.0995 1.5917
H -5.0558 -1.1594 1.5023
H -4.1184 0.0472 2.4014
H -5.7473 0.4195 1.8561
C -4.1497 1.9860 0.4339
H -3.9726 2.4709 -0.5220
H -3.3238 2.2265 1.0998
H -5.0614 2.3990 0.8585
H -7.1302 0.1906 0.0642
H -7.1728 0.3059 -1.6903

Highest occupied orbital energy in Eh: -0.3024
Frontier orbital gap in Eh: 0.3295
2S+1: 1
SMILES: CCC(C)(C)c1ccc(OCCN2C(=O)NC(C)(C)C2=O)cc1

***

#two
The following is a DFT calculation (the ωB97M-V functional and the def2-TZVPD basis) of C18H26N2O3 in the gas phase.

Atoms and positions in Å:
C 1.0103 2.6575 3.7074
H 0.2725 1.9118 4.0217
O 1.5642 2.3395 2.4536
C 0.7397 2.2652 1.3739
C 1.3540 1.9343 0.1634
C 0.6054 1.7994 -0.9845
C -0.7731 2.0031 -0.9630
C -1.3747 2.3481 0.2362
C -0.6332 2.4813 1.3995
H -1.1384 2.7487 2.3141
H -2.4408 2.5241 0.2726
C -1.5822 1.7334 -2.2062
N -1.8074 0.3074 -2.3338
C -0.9819 -0.5121 -3.0219
O -0.0611 -0.1521 -3.7213
C -1.4246 -1.9426 -2.7515
H -0.5625 -2.5937 -2.6126
H -1.9826 -2.3041 -3.6174
C -2.3167 -1.8397 -1.5103
H -3.1519 -2.5408 -1.5404
C -1.5540 -2.1203 -0.2112
O -1.9249 -2.9583 0.5839
N -0.4734 -1.3398 -0.0239
H -0.2138 -0.6527 -0.7151
C 0.3525 -1.3911 1.1608
H -0.0241 -2.2163 1.7670
C 1.8240 -1.5842 0.7980
H 2.0579 -0.9229 -0.0405
H 1.9861 -2.6119 0.4674
C 2.7729 -1.2582 1.9555
C 4.2204 -1.3372 1.4744
H 4.3893 -0.6552 0.6442
H 4.9044 -1.0735 2.2776
H 4.4551 -2.3462 1.1420
C 2.5606 -2.2018 3.1365
H 3.2781 -1.9855 3.9250
H 1.5609 -2.0955 3.5486
H 2.6968 -3.2350 2.8246
H 2.5733 -0.2321 2.2842
H 0.2331 -0.4538 1.7178
C -2.8001 -0.3789 -1.5408
H -2.8600 0.0532 -0.5377
H -3.7862 -0.2944 -2.0154
H -2.5481 2.2436 -2.1735
H -1.0306 2.0468 -3.0962
H 1.0848 1.5297 -1.9142
H 2.4220 1.7852 0.1570
H 0.5472 3.6492 3.7031
H 1.8445 2.6535 4.4069

Highest occupied orbital energy in Eh: -0.3227
Frontier orbital gap in Eh: 0.3469
2S+1: 1
SMILES: COc1ccc(CN2C[C@H](C(=O)NCCC(C)C)CC2=O)cc1

***

Of them, #two has the lowest stability.